No. 1
Density functional theory data (wB97M-V/def2-TZVPD) for one molecule with the formula C20H32N2O5S at a distorted geometry.

Calculated values
**LUMO level**: 0.02192 Eh
**Energy above the lowest of the compared OMol25 structures with the same formula, charge and spin**: 26.2 kcal/mol
**SMILES**: CN(C[C@@H](O)COc1ccc(S(=O)(=O)N2CCOCC2)cc1)C1CCCCC1

ORCA input file:
```
! RIJCOSX wB97M-V def2-TZVPD def2/J DEFGRID3
* xyz 0 1
H 1.25 2.36 -1.65
S -3.22 -1.88 0.15
H 0.49 0.95 -0.91
H 4.96 1.11 -1.63
H 4.35 -3.46 -0.23
H -2.44 -0.18 -1.74
N 3.28 0.94 -0.43
C 2.91 -0.37 -0.94
H -0.96 1.23 1.15
C 2.19 1.70 0.19
H -4.86 -0.40 -1.94
C -5.45 0.60 0.39
O -3.85 -2.32 1.36
C -3.06 0.44 -1.10
C 0.75 1.97 2.23
H 1.05 -2.53 2.43
H -2.60 1.42 -0.97
C 4.08 1.69 -1.37
C -4.09 0.46 1.08
C 1.25 -2.75 0.32
C 3.51 -2.83 -0.53
H 1.21 2.93 2.46
H -0.92 2.97 -0.63
C 0.96 1.91 -0.70
C -0.05 2.81 0.01
H 0.45 1.50 3.17
H 4.45 -0.13 0.74
H 3.54 1.94 -2.30
H 1.32 0.10 1.36
O -3.75 -2.34 -1.10
H 2.01 -0.69 -0.41
O 4.69 -1.05 0.55
H 2.70 -0.36 -2.02
H -1.32 -2.55 -1.88
H 4.77 -1.38 -1.46
N -3.14 -0.19 0.21
H -5.86 -0.41 0.23
H 2.65 0.94 2.15
O 2.57 -2.98 0.51
H -3.69 1.45 1.33
C -4.46 0.60 -1.71
H 1.11 -2.96 -1.82
C 4.04 -1.38 -0.64
H 0.40 3.78 0.20
H -4.18 -0.15 1.98
H -4.42 1.19 -2.62
C 0.52 -2.52 1.50
H 3.13 -3.16 -1.50
H 4.41 2.62 -0.90
H -1.41 -2.08 2.33
H -6.14 1.19 1.00
C -0.84 -2.27 1.44
H -1.18 2.84 1.85
O -5.32 1.28 -0.83
C 1.77 1.08 1.52
C -0.78 -2.52 -0.95
C -1.48 -2.26 0.21
C -0.47 2.18 1.34
C 0.58 -2.76 -0.90
H 2.62 2.69 0.41
*
```

No. 2
Density functional theory data (wB97M-V/def2-TZVPD) for C20H32N6O7P2V as an isolated structure at a distorted geometry.

Calculated values
**LUMO level (alpha / beta)**: 0.01219 / 0.01154 Eh

ORCA input file:
```
! RIJCOSX wB97M-V def2-TZVPD def2/J DEFGRID3
* xyz 0 4
C 1.27 -3.68 2.30
H 0.56 -3.59 -2.57
H -2.08 3.74 -3.49
O -2.08 -2.57 -2.14
H 0.47 2.45 -4.14
H -2.43 3.67 -1.75
N -0.08 0.82 -0.92
P -0.54 -1.91 -1.96
C -0.50 0.27 2.40
O -0.15 -1.37 -3.28
H 2.01 0.69 2.05
C 1.60 -1.69 0.37
H 2.21 2.44 -3.86
H -2.67 1.00 0.65
H -2.65 2.60 3.34
C 0.47 -2.54 2.35
P -3.08 -2.17 -0.90
N -0.27 -0.48 1.36
H -0.30 -2.43 3.10
H 2.78 -4.76 1.25
H 2.48 3.86 -1.47
O -2.33 -2.34 0.39
H -1.54 2.94 1.99
H 2.96 2.15 -1.34
H 1.77 2.82 -0.21
H 2.26 -0.54 3.30
C 3.40 -2.09 -1.73
C -0.07 1.78 -1.81
H 0.45 -0.58 5.16
C 1.80 -0.69 -0.61
C 0.62 -1.55 1.39
C 1.84 0.45 3.10
H 4.07 -2.25 -2.56
H 1.12 -4.45 3.05
C -2.79 0.56 1.66
C 0.06 0.37 4.78
H -2.65 1.43 -3.81
O 0.29 -3.28 -1.70
H 2.79 -0.14 -2.41
H 3.86 -3.95 -0.80
O -3.60 -0.79 -1.10
H -0.82 4.17 -2.31
N 0.43 0.54 3.39
O -4.25 -3.24 -1.07
N 1.02 2.55 -2.14
H -3.89 -4.13 -1.08
H -1.03 0.36 4.86
H -2.88 -0.53 1.58
V -1.29 -0.59 -0.27
C 1.26 2.87 -3.53
N -1.21 2.12 -2.50
C -1.65 3.50 -2.51
H -0.89 2.54 3.60
H 2.36 1.18 3.71
N -1.71 0.92 2.55
C -1.69 2.33 2.89
H -1.75 0.17 -2.95
O 1.25 0.56 -0.42
C 2.37 -2.87 0.31
C 3.28 -3.04 -0.75
H 0.46 1.18 5.38
C 2.67 -0.90 -1.66
H -3.72 0.94 2.08
C 2.20 -3.86 1.31
C -2.22 1.15 -2.84
H 1.30 3.95 -3.68
H -3.03 1.09 -2.11
C 2.12 2.85 -1.24
*
```

No. 3
Density functional theory data (wB97M-V/def2-TZVPD) for C20H32N6S4SbSeTi as an isolated structure at a distorted geometry.

Calculated values
**LUMO level (alpha / beta)**: -0.00528 / -0.01869 Eh
**Energy above the lowest of the compared OMol25 structures with the same formula, charge and spin**: 22.1 kcal/mol

ORCA input file:
```
! RIJCOSX wB97M-V def2-TZVPD def2/J DEFGRID3
* xyz 0 2
H -4.08 -3.84 -3.29
C 4.01 2.02 1.81
N -0.25 1.21 0.53
S -2.56 -0.17 -1.38
H 2.49 -0.66 3.41
C 1.54 -0.16 3.28
H -3.16 -3.47 -4.75
C 0.68 0.03 4.34
C -1.84 -4.99 -1.06
C -1.00 1.07 2.94
H 4.99 2.01 3.75
Ti -0.02 -1.12 -1.53
C 0.85 0.73 -0.16
H 4.39 0.44 3.27
H -5.08 -0.97 -1.06
H -1.89 -5.96 -1.51
H 4.42 3.01 1.60
H 3.00 2.19 2.18
H -5.42 -2.07 -2.35
H -2.21 1.86 0.26
C 3.97 1.23 0.51
H -0.47 -4.17 -2.44
H -0.69 5.44 -1.29
C 3.12 -0.04 0.55
C 0.21 4.84 -1.19
H -2.07 -1.85 -3.59
N -1.16 -2.89 -0.91
H 3.44 -0.71 1.35
H 4.98 0.92 0.24
C -3.80 -3.04 -3.98
H 3.60 1.85 -0.31
N -3.05 -2.01 -3.30
H -1.22 0.76 5.03
C -1.93 -3.16 0.14
N -1.13 -4.02 -1.63
C 1.11 0.30 2.04
H -2.12 -2.38 0.86
S 0.79 -4.79 -4.05
H 1.06 5.48 -1.44
N -4.75 -1.55 -1.82
H -1.97 1.52 2.80
H 0.18 4.05 -1.94
H 0.57 5.07 0.91
C -0.94 3.57 0.69
C -3.49 -1.34 -2.26
H -1.81 4.20 0.47
C -0.12 0.90 1.87
H 0.97 -0.31 5.33
H -0.91 3.46 1.78
H 3.18 -0.61 -0.38
H -4.70 -2.64 -4.46
Sb 1.81 -2.76 -3.72
H 1.17 3.56 0.26
C -2.40 -4.47 0.10
C 0.33 4.27 0.22
N 1.71 0.27 0.79
C -0.58 0.64 4.18
H -1.08 2.25 -1.04
C -1.20 2.21 0.04
H -3.03 -4.97 0.81
S -0.15 -1.27 -3.88
H 5.84 1.09 2.52
S 1.76 -2.55 -1.21
C 4.85 1.35 2.90
Se 1.27 1.15 -1.87
*
```

No. 4
Density functional theory data (wB97M-V/def2-TZVPD) for one molecule with the formula C20H33ClN2O4.

Calculated values
**LUMO level**: 0.01784 Eh
**Energy above the lowest of the compared OMol25 structures with the same formula, charge and spin**: 9.1 kcal/mol
**SMILES**: CN(CC1(O)CN(C(=O)C[C@@H]2C[C@@H](O)C2(C)C)C1)C(=O)C1(Cl)CCCCC1

ORCA input file:
```
! RIJCOSX wB97M-V def2-TZVPD def2/J DEFGRID3
* xyz 0 1
H 2.75 1.04 2.79
H -0.20 -0.61 6.91
C 3.06 -1.05 4.28
H 2.31 -1.65 1.91
H 0.42 2.50 0.20
C -0.92 1.70 1.71
H -0.54 4.65 -0.36
H 2.77 1.59 5.26
H -1.36 4.89 1.95
H 2.85 -0.53 6.83
H -2.27 4.83 -0.67
H -3.82 2.88 -0.31
C 3.72 0.61 2.57
H 2.96 1.03 -0.73
H 2.91 -1.85 0.25
H 6.02 -0.45 2.99
H 4.86 -0.56 -0.21
H -0.28 1.50 5.46
C 2.62 -1.12 1.01
O 3.19 -2.23 4.52
C -1.70 2.87 0.06
C -0.36 0.67 -0.65
H 2.37 1.89 0.72
C 1.86 -0.32 4.96
H -2.72 3.01 2.08
C 5.26 -1.13 3.38
H 0.10 0.93 -1.61
H -2.90 1.92 -1.47
Cl 0.38 -0.99 4.14
H -1.33 0.23 -0.87
H 0.76 2.86 5.84
O 4.91 -0.11 0.64
N 4.04 -0.36 3.61
C 3.62 0.06 1.15
C 0.70 1.77 5.87
C 0.43 -0.45 -0.02
C 0.77 -0.26 7.28
H 1.86 -1.91 6.39
H 1.59 1.60 3.96
H 5.59 -1.57 4.31
H 0.00 1.66 7.90
C 0.80 1.26 7.29
O -0.92 4.05 2.14
C -0.49 1.90 0.23
C 1.79 1.21 4.95
H -1.27 3.90 -1.78
H 4.46 1.41 2.57
O 0.01 -1.59 0.04
H 1.75 1.60 7.74
H -3.20 1.29 0.15
C -1.43 4.14 -0.73
H -0.13 1.69 2.46
H 5.11 -1.93 2.65
H 0.88 -0.66 8.29
C 2.64 0.91 0.31
H -1.54 0.82 1.84
C 1.88 -0.83 6.41
C -1.72 3.00 1.62
N 1.65 -0.15 0.51
C -2.97 2.20 -0.42
*
```

No. 5
Density functional theory data (wB97M-V/def2-TZVPD) for a 2-piece molecular cluster, C20H33FNO5 overall at a distorted geometry.

Calculated values
**LUMO level**: -0.17706 Eh

ORCA input file:
```
! RIJCOSX wB97M-V def2-TZVPD def2/J DEFGRID3
* xyz 1 1
H 2.08 0.16 -1.48
C 1.88 1.19 -1.07
H 7.59 2.89 0.21
C -0.86 -0.25 -1.74
C -4.85 -5.33 1.09
C -1.59 1.93 -0.62
H 0.87 1.65 -3.05
C -0.62 1.16 -1.43
H -7.10 -5.98 2.55
H -3.52 1.73 0.51
C -2.93 -0.22 -0.49
H -0.14 -0.86 -2.34
C -7.16 -3.87 2.05
C 7.07 1.66 -1.59
H 0.70 2.94 -1.74
C 0.70 1.84 -1.96
O 8.95 1.34 -0.06
C -2.79 1.18 -0.13
H -3.95 -2.10 0.10
H 3.21 2.65 -2.02
H 7.31 0.63 -1.98
H 1.46 1.10 -0.03
O -1.35 3.92 1.02
H 3.08 2.90 -0.22
H -7.21 -3.97 0.96
H 5.43 3.18 -1.66
C 3.15 2.13 -1.03
C -7.69 -5.10 2.77
F -2.19 -2.18 -1.61
H 8.30 -0.71 0.05
C 7.57 1.81 -0.11
H 7.71 2.36 -2.21
C -4.20 -1.01 0.03
C 9.00 0.02 0.54
H -8.73 -5.29 2.48
H 4.46 0.25 -1.11
H 7.00 1.19 0.64
C -2.58 4.72 1.20
H -4.42 -0.60 1.05
C -1.40 3.43 -0.27
H -3.31 4.58 0.35
H -2.35 5.82 1.24
C 5.57 2.07 -1.83
H 5.26 1.85 -2.89
H 8.74 0.14 1.63
H -3.08 4.36 2.14
H -4.05 -5.31 0.35
O -3.63 -3.67 2.26
H -7.65 -4.95 3.85
O -1.30 4.20 -1.20
H 4.92 1.45 0.19
C -4.72 -4.11 1.97
N -2.01 -0.89 -1.27
H -5.78 -5.38 0.54
H -7.78 -3.01 2.31
H -5.06 -0.87 -0.68
O -5.83 -3.56 2.48
H -4.73 -6.22 1.71
C 4.53 1.34 -0.86
H 10.05 -0.35 0.42
*
```

No. 6
Density functional theory data (wB97M-V/def2-TZVPD) for one molecule with the formula C20H33N3O4S.

Calculated values
**LUMO level**: 0.01764 Eh
**Energy above the lowest of the compared OMol25 structures with the same formula, charge and spin**: 8.2 kcal/mol
**SMILES**: CCNS(=O)(=O)CC(=O)N(C)C[C@H](C)NC(=O)C[C@H](C)c1ccc(CC)cc1

ORCA input file:
```
! RIJCOSX wB97M-V def2-TZVPD def2/J DEFGRID3
* xyz 0 1
S -2.50 1.28 1.45
H 0.36 -4.17 -3.41
H 4.02 -1.99 3.07
H 1.38 -2.24 1.46
H -1.53 -2.27 -3.26
H 4.04 0.26 -0.94
N -1.48 -0.71 -1.91
O -1.49 0.71 2.29
C -1.12 -2.08 -2.27
C 1.60 0.81 1.32
H -4.85 -1.27 2.14
C -4.00 -0.70 2.50
H 4.18 -1.31 0.70
H -0.86 3.85 -0.24
H 4.20 -0.23 2.95
C 2.75 1.98 -0.90
H -3.24 0.12 4.35
H 2.62 -0.93 3.31
H -1.88 1.13 -2.87
C 3.23 0.76 -0.43
H -1.03 -0.07 -3.83
H -0.16 0.82 -2.58
H 1.47 4.74 0.07
C 0.39 -2.31 -2.29
O 2.99 -2.26 -1.38
O -2.78 2.69 1.47
C 2.67 0.16 0.70
C -2.08 0.97 -0.26
H -0.45 3.39 -1.90
H 1.87 4.31 -1.58
H 1.12 0.37 2.18
H -4.66 1.19 1.82
N 0.82 -2.70 -0.95
H 0.57 -2.71 -4.39
C 0.84 -3.19 -3.45
H 1.92 -3.32 -3.41
C -1.11 0.36 -2.83
H -0.48 5.09 -1.43
H -4.21 -1.35 4.55
C -1.82 -0.48 -0.62
H 3.22 2.43 -1.77
O -1.92 -1.38 0.20
C 1.26 4.01 -0.72
C 3.54 -1.07 2.73
C 2.33 -2.34 0.93
C 1.72 2.65 -0.26
H 0.11 -2.67 -0.24
C -4.12 -0.41 3.99
H -2.89 1.39 -0.85
H 0.87 -1.34 -2.48
H -5.00 0.19 4.21
C 2.10 -2.44 -0.57
C 3.24 -1.14 1.23
H -3.11 -1.29 2.29
H 0.34 2.53 1.39
C 1.14 2.03 0.85
N -3.92 0.52 1.69
H -1.62 -2.75 -1.57
C -0.22 4.08 -1.09
H 2.81 -3.25 1.27
H -1.19 1.57 -0.44
*
```

No. 7
Density functional theory data (wB97M-V/def2-TZVPD) for C20H33N5O4S as an isolated structure.

Calculated values
**LUMO level**: -0.00429 Eh

ORCA input file:
```
! RIJCOSX wB97M-V def2-TZVPD def2/J DEFGRID3
* xyz 0 1
H -1.78 2.28 0.85
H 2.63 1.90 -0.68
H 3.90 -3.96 -1.86
H -2.77 4.93 -1.80
H 3.81 -0.31 1.48
N -2.84 -2.28 1.46
H 4.60 0.52 0.15
H 2.26 1.01 3.05
H 1.53 2.61 0.52
C -4.46 -1.07 0.11
C -2.18 4.31 0.22
H 1.66 -2.11 -2.91
N 1.82 -1.83 -0.23
C 4.29 0.62 1.18
O -5.54 -2.84 1.26
H -0.43 3.38 1.14
C 1.71 -4.24 -0.19
H -1.90 -2.30 1.85
C -0.74 2.84 -0.96
H 0.05 3.56 -1.22
H 3.94 -2.19 -1.85
O -0.45 -1.10 1.32
H 0.29 -2.94 -2.15
H 1.21 -1.97 0.56
H -6.76 -0.77 -0.78
C -2.73 4.02 -1.19
C -2.26 -0.32 0.10
O -1.87 3.08 -1.80
H 0.64 -4.20 0.02
C -5.62 -1.91 0.47
C 3.34 1.81 1.35
H 5.18 0.76 1.80
H -7.61 -2.06 0.04
H 3.91 2.72 1.14
C 2.82 1.90 2.78
C 2.14 -3.03 -1.02
H 1.93 -5.15 -0.73
S -3.18 0.72 -0.96
H -2.97 4.37 0.96
N -6.76 -1.55 -0.14
H 1.58 -3.88 -2.93
H -0.99 0.92 -1.88
C -3.14 -1.28 0.62
C -0.86 -0.29 0.47
C 1.36 -2.99 -2.34
H 2.25 -4.25 0.76
C 2.03 -0.57 -0.63
H 0.68 1.44 -1.83
H 2.18 2.77 2.90
H 1.39 0.05 1.35
H -3.60 -2.85 1.79
C -1.24 3.13 0.46
H -3.73 3.58 -1.15
C -0.24 1.40 -1.25
H -1.62 5.24 0.22
H 4.19 -3.08 -0.35
N -4.58 -0.05 -0.72
C 2.20 1.77 0.32
C 3.64 -3.07 -1.29
H 3.66 1.98 3.47
C 1.41 0.46 0.34
N 0.01 0.60 -0.08
O 2.60 -0.23 -1.65
*
```

No. 8
Density functional theory data (wB97M-V/def2-TZVPD) for an isolated ion of composition C20H33N6O and charge +1 at a distorted geometry.

Calculated values
**LUMO level**: -0.08223 Eh
**Energy above the lowest of the compared OMol25 structures with the same formula, charge and spin**: 13.3 kcal/mol
**SMILES**: CC(C)C[C@@H](c1nnnn1Cc1ccco1)[NH+]1CCN(C2CCCC2)CC1

ORCA input file:
```
! RIJCOSX wB97M-V def2-TZVPD def2/J DEFGRID3
* xyz 1 1
H 3.42 -1.46 0.96
H -0.75 1.11 0.11
C 3.55 0.74 0.92
H -2.81 5.63 -0.37
C 0.74 0.24 -0.96
H -3.82 -2.26 -0.75
C 0.33 -0.06 1.40
C -1.01 -2.26 -0.13
H -0.45 -0.18 2.16
H 3.38 -0.74 -0.67
N -3.74 -0.41 2.45
C -3.35 2.42 -0.58
H 6.69 0.96 -0.21
C 3.81 -0.66 0.33
H 4.28 2.39 -0.32
C -1.66 3.79 -0.36
H -0.25 -4.63 -1.23
H 0.92 -0.97 1.35
H -5.09 1.21 -0.66
C -2.77 4.57 -0.42
N -3.64 0.28 0.47
N -2.62 -0.91 1.95
H -1.85 -5.29 -1.53
H 0.60 2.06 1.74
O -1.99 2.48 -0.45
H 5.19 2.16 1.16
C -3.87 3.68 -0.56
H -3.40 -3.42 0.52
H -4.90 3.95 -0.63
H -3.72 0.56 -1.59
C 5.66 0.69 -0.37
H 5.79 -0.81 1.18
H 1.68 1.03 2.68
C -4.00 1.08 -0.67
C 1.23 1.15 1.70
H 1.27 -0.71 -0.99
H 0.03 -2.36 -0.46
N -4.35 0.28 1.60
H -3.87 -3.98 -1.08
C 5.33 -0.69 0.20
C 4.69 1.63 0.35
C -2.55 -0.49 0.70
H -1.33 -4.98 0.12
H -1.82 -2.86 -2.03
C -1.29 -4.61 -0.90
H 5.68 -1.50 -0.44
C -3.33 -3.21 -0.54
H -1.07 -2.57 0.92
C -1.87 -3.20 -0.99
C 1.70 1.40 -0.62
H 2.52 1.40 -1.35
N 2.25 1.34 0.70
H -0.62 4.03 -0.25
H 1.15 2.34 -0.73
H 0.27 0.43 -1.93
H 5.47 0.69 -1.45
H -1.74 -0.57 -1.26
C -1.43 -0.79 -0.24
H 3.68 0.68 2.00
N -0.31 0.17 0.08
*
```

How do the records compare in DFT total energy? In the order shown, they have -1665.16129 -3263.41417 -6193.91882 -1652.54736 -1312.26770 -1645.36331 -1754.91563 -1185.39276 Ha.